{"formula": "C38H59CaN9O4S3Si", "method": "the ωB97M-V functional and the def2-TZVPD basis", "energy_ev": -120798.55504, "orbital_gap_ev": 6.43, "mol_weight_g_mol": 870.3, "e_above_lowest_kj_mol": 14.6, "elements": ["Ca", "C", "C", "N", "C", "S", "N", "N", "C", "C", "C", "C", "C", "C", "C", "N", "H", "H", "H", "H", "H", "H", "H", "H", "H", "H", "H", "H", "H", "C", "N", "C", "C", "N", "C", "S", "H", "H", "H", "H", "H", "H", "C", "C", "C", "C", "N", "C", "C", "H", "H", "H", "H", "H", "H", "H", "N", "C", "S", "C", "C", "C", "N", "C", "C", "H", "H", "H", "H", "H", "H", "C", "C", "C", "C", "O", "Si", "O", "O", "C", "C", "C", "C", "O", "C", "C", "C", "C", "H", "H", "H", "H", "H", "H", "H", "H", "H", "H", "H", "H", "H", "H", "H", "H", "H", "H", "H", "H", "H", "H", "H", "H", "H", "H", "H"], "coordinates": [[-0.06642, 0.80766, -0.12532], [3.04417, -1.81901, -4.57915], [3.57662, -2.36205, -3.25869], [3.54786, -1.36907, -2.19974], [2.45651, -1.08634, -1.45428], [2.68676, -0.00766, -0.13038], [1.33209, -1.68160, -1.84979], [0.29708, -1.45574, -1.02139], [-0.85247, -1.93951, -1.33800], [-1.11203, -2.75674, -2.56997], [-1.93126, -1.81321, -0.32965], [-3.07730, -2.60656, -0.44660], [-4.03939, -2.56433, 0.54390], [-3.86198, -1.70754, 1.61754], [-2.71507, -0.93626, 1.64132], [-1.76673, -0.98068, 0.71193], [3.09044, -2.57977, -5.36151], [3.63999, -0.95873, -4.89276], [2.00963, -1.50193, -4.45212], [4.61050, -2.68947, -3.37578], [2.98401, -3.22226, -2.94550], [4.40369, -0.94478, -1.88717], [-0.33221, -2.56559, -3.30278], [-2.08098, -2.51970, -3.00634], [-1.09845, -3.82502, -2.33240], [-3.20103, -3.26670, -1.29064], [-4.91975, -3.19076, 0.47612], [-4.59072, -1.62533, 2.41157], [-2.55676, -0.23597, 2.45499], [1.39867, 1.08848, -6.12817], [0.24504, 0.64176, -5.37865], [-0.83325, -0.07893, -5.86999], [-1.70941, -0.21564, -4.85971], [-1.16513, 0.41271, -3.75955], [0.04127, 0.93690, -4.06621], [1.08610, 1.78859, -3.06581], [1.19569, 0.96984, -7.19035], [2.28091, 0.51364, -5.85455], [1.58559, 2.13756, -5.90512], [-0.87234, -0.41921, -6.88894], [-2.66851, -0.69182, -4.83619], [-1.62198, 0.64088, -2.86815], [1.65450, 7.45705, -0.49255], [1.33180, 5.99345, -0.40291], [0.04629, 5.54744, -0.12603], [-0.19750, 4.18602, -0.04205], [0.75084, 3.26830, -0.21248], [1.98889, 3.68697, -0.48292], [2.31726, 5.02606, -0.58541], [0.75230, 8.05201, -0.62595], [2.33064, 7.65775, -1.32337], [2.14850, 7.79314, 0.42132], [-0.76777, 6.24984, 0.00623], [-1.19806, 3.80629, 0.14169], [2.72919, 2.90789, -0.63050], [3.33553, 5.31201, -0.81701], [-0.23752, 0.92783, 7.39459], [-0.21583, 2.00964, 6.60085], [-0.44171, 3.52306, 7.20583], [0.00982, 1.74374, 5.14726], [-0.19540, 0.49270, 4.57518], [0.01193, 0.32654, 3.21603], [0.40742, 1.30783, 2.40537], [0.62929, 2.50266, 2.96199], [0.43854, 2.76298, 4.30602], [-0.37510, 1.06614, 8.38223], [0.00776, 0.01232, 7.06541], [-0.54748, -0.36124, 5.13788], [-0.13207, -0.64175, 2.75221], [0.97262, 3.28445, 2.29770], [0.61994, 3.75002, 4.70603], [-1.99817, 4.44523, -2.73094], [-3.17917, 3.83150, -3.47503], [-4.39322, 4.75335, -3.40245], [-2.80286, 3.57631, -4.92925], [-3.53797, 2.56170, -2.90577], [-3.45377, 2.06193, -1.33731], [-2.02158, 1.58042, -0.85333], [-3.94915, 3.38012, -0.45547], [-4.15489, 3.54302, 0.94619], [-3.73858, 4.97329, 1.27336], [-3.33048, 2.54852, 1.75981], [-5.63297, 3.34816, 1.27138], [-4.55859, 0.83618, -1.18039], [-5.77495, 0.53637, -1.88238], [-6.56888, -0.37829, -0.95975], [-5.43559, -0.19504, -3.17494], [-6.60033, 1.77925, -2.20810], [-1.65655, 5.34495, -3.24694], [-1.16802, 3.73735, -2.68111], [-2.29516, 4.71867, -1.71631], [-4.14003, 5.74638, -3.77926], [-4.72542, 4.84100, -2.36793], [-5.21021, 4.35705, -4.00841], [-2.63768, 4.52273, -5.44795], [-3.60322, 3.03372, -5.43524], [-1.88828, 2.98767, -4.98914], [-2.67452, 5.11178, 1.07079], [-3.92434, 5.20451, 2.32332], [-4.30104, 5.67191, 0.65213], [-2.26052, 2.66622, 1.56922], [-3.61684, 1.52922, 1.49211], [-3.51599, 2.69908, 2.82494], [-6.24469, 4.00612, 0.65216], [-5.82640, 3.57561, 2.32135], [-5.92035, 2.31463, 1.08302], [-5.98424, -1.26764, -0.72806], [-7.50454, -0.68201, -1.43232], [-6.79905, 0.13679, -0.02484], [-4.84877, -1.08919, -2.94975], [-4.86202, 0.47392, -3.81308], [-6.34230, -0.49636, -3.70351], [-6.81386, 2.34577, -1.30674], [-7.54945, 1.48796, -2.66298], [-6.06344, 2.42013, -2.90293]], "forces_ev_per_angstrom": [[0.292, 0.452, -0.138], [0.085, 0.003, 0.020], [-0.092, 0.079, -0.042], [-0.002, -0.144, 0.038], [0.000, 0.059, -0.008], [0.008, 0.063, 0.171], [0.142, -0.171, -0.093], [-0.225, 0.316, -0.090], [-0.069, -0.345, 0.019], [0.201, -0.005, -0.005], [-0.200, -0.100, -0.019], [0.046, 0.070, 0.121], [0.001, 0.052, 0.038], [-0.029, -0.068, -0.035], [0.039, 0.090, 0.020], [0.103, -0.095, -0.107], [-0.002, -0.001, 0.008], [-0.025, -0.043, -0.012], [-0.022, 0.021, 0.004], [0.016, 0.009, 0.025], [0.004, -0.009, 0.001], [-0.053, 0.019, -0.030], [0.007, 0.007, 0.024], [-0.062, 0.013, -0.005], [-0.003, 0.004, -0.034], [0.021, -0.020, -0.013], [-0.003, 0.002, -0.001], [-0.006, -0.004, -0.004], [0.041, -0.016, -0.016], [0.024, 0.012, -0.034], [-0.069, -0.015, 0.094], [0.100, 0.041, -0.040], [-0.209, 0.058, 0.021], [-0.153, 0.113, 0.415], [0.236, 0.141, -0.177], [-0.142, -0.099, 0.107], [-0.024, -0.028, 0.010], [0.007, 0.017, 0.004], [-0.001, -0.009, 0.005], [-0.011, -0.017, 0.013], [-0.138, -0.035, 0.033], [0.124, -0.114, -0.270], [-0.002, -0.007, 0.002], [0.017, -0.011, 0.000], [0.022, -0.010, 0.007], [0.022, 0.093, -0.018], [-0.116, -0.202, 0.219], [0.017, 0.039, 0.014], [-0.020, -0.009, -0.007], [0.003, 0.008, 0.001], [-0.001, 0.000, -0.003], [-0.003, 0.005, 0.000], [0.005, 0.000, -0.001], [0.081, 0.022, -0.061], [0.005, -0.014, 0.002], [0.002, 0.001, 0.001], [-0.005, -0.020, -0.003], [-0.010, 0.105, 0.170], [-0.026, -0.038, -0.081], [0.013, -0.013, -0.103], [-0.037, -0.061, -0.037], [0.176, -0.038, -0.046], [-0.260, 0.070, 0.085], [-0.014, -0.057, -0.053], [0.070, 0.025, 0.076], [0.008, 0.007, -0.045], [0.050, -0.039, -0.030], [-0.017, 0.025, 0.050], [-0.049, -0.012, -0.004], [-0.036, 0.003, -0.018], [-0.008, 0.001, 0.006], [-0.058, -0.007, 0.014], [0.014, 0.057, 0.013], [0.018, -0.023, 0.020], [-0.044, -0.051, 0.052], [0.003, -0.053, -0.132], [0.131, 0.106, 0.508], [-0.031, -0.316, -0.525], [-0.253, 0.013, 0.068], [0.097, 0.051, 0.012], [0.033, -0.012, -0.026], [0.013, -0.012, -0.023], [0.038, 0.012, -0.103], [-0.055, 0.055, -0.246], [-0.024, -0.028, 0.135], [-0.012, 0.019, 0.039], [0.089, -0.020, 0.064], [0.145, -0.014, 0.016], [0.004, 0.020, -0.012], [0.013, -0.005, -0.005], [0.012, -0.010, -0.103], [0.010, 0.003, -0.007], [-0.021, 0.008, -0.008], [-0.016, -0.013, 0.016], [0.000, -0.011, 0.000], [-0.008, 0.000, -0.002], [0.076, -0.075, 0.002], [-0.051, 0.023, 0.028], [0.008, 0.009, 0.015], [-0.005, 0.010, 0.008], [-0.108, -0.031, 0.037], [0.034, 0.063, 0.012], [-0.009, 0.004, 0.050], [-0.003, -0.008, -0.006], [-0.003, 0.001, 0.003], [-0.059, -0.070, -0.058], [-0.005, -0.005, 0.000], [-0.016, -0.005, 0.009], [0.003, -0.008, -0.007], [0.041, 0.009, -0.027], [0.116, -0.002, -0.122], [0.000, 0.009, 0.015], [-0.016, 0.096, 0.157], [0.028, -0.029, 0.001], [0.025, 0.062, -0.023]], "mulliken_charge": [0.701, -0.671, -0.637, -0.095, 0.269, -0.506, -0.885, -0.109, 1.016, -1.584, 0.425, -0.719, -0.895, -0.864, -0.368, 0.537, 0.320, 0.304, -0.036, 0.446, 0.278, 0.233, 0.140, 0.286, 0.456, 0.414, 0.430, 0.441, 0.545, -0.832, 0.399, -0.961, -0.551, 2.006, -0.440, -0.175, 0.408, 0.103, 0.339, 0.562, 0.408, -1.259, -1.577, 0.429, -0.160, -0.245, 1.069, -0.883, -0.942, 0.373, 0.382, 0.309, 0.450, -0.252, 0.376, 0.426, -0.325, 0.278, -0.367, 1.048, -0.951, -1.132, 0.096, -0.682, -0.675, 0.215, 0.180, 0.291, 0.737, 0.456, 0.446, -1.011, 2.030, -1.917, -1.646, -0.843, -4.462, 4.795, 1.114, 2.155, -1.653, -1.229, -1.970, 1.039, 1.628, -1.427, -1.282, -1.425, 0.684, -0.052, -0.198, 0.518, 0.024, 0.397, 0.409, 0.347, 0.094, 0.074, 0.468, 0.365, -0.124, -0.176, 0.752, 0.369, 0.501, 0.150, 0.076, 0.410, 0.293, 0.165, 0.021, 0.514, 0.194, 0.530, 0.053]}


{"formula": "C5H10", "method": "the ωB97M-V functional and the def2-TZVPD basis", "energy_ev": -5342.01558, "orbital_gap_ev": 7.52, "mol_weight_g_mol": 70.1, "smiles": "C=CC.C=C", "e_above_lowest_kj_mol": 506.6, "elements": ["C", "C", "C", "H", "H", "H", "H", "H", "H", "C", "C", "H", "H", "H", "H"], "coordinates": [[-3.04213, 1.00433, -4.30885], [-2.34555, 1.57438, -3.26403], [-1.87497, 3.00646, -3.22650], [-2.58205, 0.54743, -5.18579], [-4.12795, 1.04667, -4.35559], [-1.63144, 1.05683, -2.60973], [-2.41692, 3.83200, -3.68919], [-0.83450, 3.03653, -3.55236], [-1.81052, 3.29524, -2.16016], [3.50750, -3.66518, 5.21776], [3.30899, -2.44965, 5.70692], [2.85178, -4.50271, 5.02951], [4.42987, -3.85196, 4.68453], [2.35430, -2.07437, 6.04608], [4.21359, -1.85598, 5.66741]], "forces_ev_per_angstrom": [[-0.290, 0.024, 0.391], [1.177, 0.203, -1.133], [-1.580, 1.251, 2.857], [0.108, -1.997, 1.149], [0.056, 1.828, -0.919], [0.743, -0.667, -1.331], [-0.281, -0.483, -0.437], [-0.126, -0.378, -0.391], [0.192, 0.219, -0.186], [0.198, -0.218, -1.156], [0.308, -0.765, -0.408], [-0.759, 0.279, 0.547], [0.529, -0.011, 0.451], [0.159, 0.047, 0.318], [-0.436, 0.668, 0.249]], "nbo_charge": [-0.444, -0.126, -0.650, 0.205, 0.196, 0.167, 0.217, 0.231, 0.203, -0.381, -0.392, 0.192, 0.181, 0.201, 0.198]}


{"formula": "C4H4N2O3", "method": "the ωB97M-V functional and the def2-TZVPD basis", "energy_ev": -13332.84748, "orbital_gap_ev": 9.46, "mol_weight_g_mol": 128.1, "smiles": "[H]/N=N\\C(C)=C=O.O=C=O", "e_above_lowest_kj_mol": 290.8, "elements": ["H", "N", "N", "C", "C", "C", "O", "H", "H", "H", "O", "C", "O"], "coordinates": [[0.41508, -1.87923, -1.05390], [0.67540, -1.55606, -0.10808], [0.33258, -0.54276, 0.38112], [-0.69490, 0.53303, -0.56809], [-1.14161, 0.06963, -1.89241], [-0.89300, 1.55589, 0.18505], [-0.98651, 2.43034, 0.94909], [-2.21559, 0.21305, -2.00555], [-0.93519, -1.00004, -2.00978], [-0.62903, 0.60088, -2.69713], [2.32573, 0.93677, 2.70237], [2.02098, -0.14149, 2.93430], [1.72604, -1.22002, 3.18302]], "forces_ev_per_angstrom": [[-0.481, 0.613, -0.321], [0.956, -1.909, -0.112], [-1.774, 3.022, -0.535], [1.605, -2.649, 0.682], [-0.103, 0.527, -0.086], [-0.039, 0.919, 0.861], [-0.069, -0.197, -0.304], [-0.012, -0.137, -0.135], [-0.012, -0.032, 0.030], [-0.044, -0.141, -0.067], [0.456, 1.613, -0.379], [-0.106, -0.196, 0.012], [-0.376, -1.434, 0.352]], "nbo_charge": [0.311, -0.288, -0.001, -0.295, -0.637, 0.686, -0.440, 0.237, 0.201, 0.227, -0.516, 1.028, -0.514]}


{"formula": "H5NO2P2", "method": "the ωB97M-V functional and the def2-TZVPD basis", "s_squared": 2.008, "energy_ev": -24240.50590, "orbital_gap_ev": [6.11, 8.15], "mol_weight_g_mol": 113.0, "multiplicity": 3, "e_above_lowest_kj_mol": 175.4, "elements": ["N", "O", "O", "P", "P", "H", "H", "H", "H", "H"], "coordinates": [[2.02853, -0.30912, -0.63993], [-2.53017, -1.21868, 0.23055], [-2.09614, 1.35407, -0.02139], [0.05587, -0.37225, 1.64857], [-1.63975, -0.13007, 0.68636], [2.06238, 0.42317, -1.35007], [1.43919, -1.18770, -1.00313], [2.98903, -0.59256, -0.40881], [-2.66767, 1.05889, -0.74938], [0.35873, 0.97424, 1.60722]], "forces_ev_per_angstrom": [[-1.427, -2.210, -0.797], [0.666, -1.110, -1.010], [1.323, -1.781, -0.324], [5.178, -1.878, 1.742], [-6.901, 3.681, -0.249], [-0.088, -0.473, 0.078], [2.114, 2.707, 0.855], [-0.733, -0.022, -0.232], [-0.079, 0.338, -0.103], [-0.053, 0.749, 0.040]], "nbo_charge": [-1.083, -0.990, -0.963, 0.126, 1.295, 0.373, 0.383, 0.377, 0.491, -0.008]}